Molecular formula: C36H32B2F14O2
Method: DFT, ωB97M-V/def2-TZVPD

Output
DFT total energy: -81344.9654 eV
SMILES: OB(O)BCCC(F)(F)C(F)(F)C(F)(F)C(F)(F)F.Fc1ccccc1.Fc1ccccc1.Fc1ccccc1.Fc1ccccc1.Fc1ccccc1
HOMO energy: -9.223 eV
charge: 0
orbital gap: 8.88 eV

Geometry as XYZ:
```
86
Properties=species:S:1:pos:R:3:forces:R:3:lowdin_charge:R:1
O 7.680 -2.892 1.009 -0.07 0.02 0.09 0.170
B 6.988 -1.959 0.288 -0.15 -0.23 -0.09 -0.588
O 7.640 -0.835 -0.180 0.11 0.08 0.44 0.125
B 5.332 -2.186 0.012 -0.52 -0.18 0.12 0.064
C 4.664 -3.542 -0.464 0.09 1.15 -0.70 -0.142
C 3.218 -3.467 -0.962 -0.03 -0.82 0.31 -0.093
C 2.239 -2.873 0.027 0.12 -1.00 -1.43 -0.498
F 2.613 -3.164 1.264 0.49 -0.02 1.57 0.152
F 2.176 -1.547 -0.092 -0.34 1.22 0.00 0.138
C 0.829 -3.499 -0.145 0.68 0.60 1.41 -0.427
F 0.540 -3.721 -1.396 -0.59 0.23 -2.16 0.188
F 0.891 -4.696 0.427 0.05 -1.29 0.82 0.174
C -0.311 -2.755 0.568 0.41 0.75 -1.05 -0.393
F -1.365 -3.540 0.563 -1.37 -0.95 -0.49 0.183
F 0.002 -2.561 1.826 0.75 0.31 1.70 0.196
C -0.691 -1.366 -0.038 -0.05 -0.89 -0.28 -0.630
F -0.303 -1.223 -1.282 0.61 -0.21 -1.48 0.201
F -0.173 -0.407 0.651 1.07 1.54 1.36 0.203
F -1.982 -1.212 -0.021 -1.94 -0.06 0.18 0.203
H 7.056 -3.588 1.246 0.36 -0.16 0.08 0.089
H 7.589 -0.144 0.495 0.20 0.13 -0.36 0.110
H 4.606 -1.263 0.229 0.01 0.05 -0.02 0.073
H 5.260 -3.874 -1.316 0.17 -0.24 -0.09 0.115
H 4.779 -4.333 0.270 0.05 -0.13 0.32 0.114
H 2.886 -4.484 -1.145 -0.14 -0.26 -0.11 0.126
H 3.114 -2.965 -1.913 0.08 0.38 -0.18 0.137
F 1.650 4.329 2.122 -0.04 0.02 -0.05 0.049
C 1.391 3.306 2.961 -0.08 -0.22 0.19 -0.294
C 1.252 3.565 4.310 0.03 0.24 0.09 -0.019
C 0.984 2.510 5.171 0.01 -0.10 -0.11 -0.081
C 0.869 1.218 4.676 -0.01 -0.04 0.06 -0.090
C 1.017 0.979 3.316 0.00 0.06 0.12 -0.079
C 1.276 2.030 2.448 0.03 -0.05 -0.26 -0.013
H 1.353 4.578 4.676 -0.01 0.00 -0.04 0.120
H 0.865 2.698 6.230 0.01 0.02 0.00 0.105
H 0.663 0.398 5.351 0.00 0.00 -0.01 0.102
H 0.932 -0.027 2.930 0.00 0.01 -0.02 0.091
H 1.387 1.866 1.384 0.02 0.03 0.01 0.116
F -6.516 3.991 -0.889 -0.04 0.02 0.00 0.056
C -5.351 3.331 -0.747 0.23 -0.14 0.03 -0.288
C -4.591 3.547 0.386 -0.07 0.14 0.17 -0.018
C -3.393 2.863 0.532 -0.02 -0.06 -0.12 -0.077
C -2.970 1.984 -0.455 0.08 -0.03 0.02 -0.093
C -3.745 1.783 -1.588 0.03 0.04 0.10 -0.081
C -4.948 2.457 -1.736 -0.13 -0.04 -0.18 -0.016
H -4.937 4.243 1.139 -0.03 -0.01 -0.02 0.117
H -2.791 3.016 1.417 -0.01 0.02 0.00 0.104
H -2.034 1.454 -0.339 0.00 0.03 0.00 0.084
H -3.413 1.099 -2.359 -0.03 -0.01 0.00 0.103
H -5.572 2.309 -2.609 -0.01 0.03 0.01 0.118
F 7.960 6.670 3.227 0.03 0.00 0.02 0.055
C 6.726 6.515 2.709 -0.23 -0.03 -0.10 -0.291
C 6.260 7.440 1.796 0.13 0.19 -0.08 -0.021
C 4.990 7.275 1.262 0.00 -0.13 0.10 -0.081
C 4.203 6.200 1.652 -0.07 0.01 -0.06 -0.092
C 4.688 5.283 2.574 0.05 0.13 -0.07 -0.078
C 5.961 5.437 3.106 0.06 -0.16 0.15 -0.017
H 6.887 8.275 1.511 0.02 -0.03 0.02 0.116
H 4.615 7.988 0.540 0.02 0.02 0.01 0.104
H 3.212 6.077 1.237 0.00 -0.02 0.02 0.092
H 4.075 4.447 2.882 0.02 -0.01 0.00 0.090
H 6.361 4.729 3.820 0.02 0.03 0.01 0.116
F -4.607 -1.504 -1.730 -0.11 0.09 0.07 0.034
C -5.328 -2.127 -0.772 -0.16 -0.12 0.24 -0.272
C -6.693 -1.937 -0.723 -0.12 0.16 -0.19 -0.014
C -7.424 -2.583 0.264 0.14 -0.07 0.07 -0.081
C -6.781 -3.397 1.187 -0.05 -0.02 0.05 -0.094
C -5.405 -3.571 1.122 -0.16 0.06 -0.05 -0.074
C -4.672 -2.935 0.132 0.15 -0.06 0.00 -0.014
H -7.173 -1.292 -1.447 0.03 0.00 0.00 0.118
H -8.496 -2.450 0.312 0.00 0.02 -0.01 0.105
H -7.354 -3.896 1.958 0.01 0.01 -0.01 0.101
H -4.902 -4.201 1.843 0.02 -0.01 -0.02 0.107
H -3.605 -3.063 0.056 0.05 0.00 -0.01 0.089
F -4.412 -2.891 -7.622 -0.02 0.00 -0.03 0.057
C -3.544 -2.896 -6.592 0.16 0.00 0.21 -0.288
C -3.958 -2.421 -5.363 -0.21 0.07 0.03 -0.010
C -3.064 -2.430 -4.302 0.20 -0.06 -0.10 -0.072
C -1.772 -2.905 -4.486 0.04 0.00 0.04 -0.090
C -1.374 -3.375 -5.731 -0.09 0.05 0.09 -0.084
C -2.266 -3.377 -6.793 0.07 -0.08 -0.21 -0.021
H -4.967 -2.048 -5.243 0.00 -0.02 -0.02 0.118
H -3.376 -2.068 -3.334 0.01 -0.02 -0.08 0.079
H -1.075 -2.908 -3.658 -0.01 0.00 -0.01 0.087
H -0.366 -3.742 -5.876 -0.01 -0.02 -0.02 0.103
H -1.978 -3.746 -7.768 -0.03 0.02 -0.01 0.116
```
Positions in Å, forces in eV/Å.